71
Properties=species:S:1:pos:R:3:forces:R:3:mulliken_charge:R:1 method="wB97M-V/def2-TZVPD" multiplicity=2 energy_ha=-7621.8749 de_lowest_kj_mol=46.3 gap_ev="7.004 / 7.821" s_squared=0.8174 homo_ev="-8.1 / -8.1"
Fe -0.05878 -0.18910 -0.05860 0.9 1.2 0.1 -0.69
C 0.03523 0.32400 4.13105 0.0 -0.1 0.0 -1.17
Se 0.93781 0.43604 2.41318 0.0 -0.2 0.0 0.59
C 2.18653 -1.05902 2.55755 -0.2 -0.2 -0.1 -0.82
C 3.22758 -0.86748 1.45462 0.0 0.1 0.0 -1.03
Se 2.51268 -0.09971 -0.24276 -0.1 -0.2 0.1 0.48
C 3.03221 -1.45380 -1.53636 -0.1 -0.1 0.0 -1.13
H -0.55284 -0.58555 4.21773 0.0 0.0 0.0 0.30
H -0.60781 1.19919 4.19364 0.0 0.0 0.0 0.31
H 0.78728 0.37184 4.91508 0.0 0.0 0.0 0.43
H 1.63303 -1.99353 2.43344 0.1 0.3 0.2 0.29
H 2.65952 -1.05421 3.54017 0.0 0.1 0.0 0.63
H 3.71899 -1.80512 1.19706 0.0 0.0 0.0 0.49
H 3.98653 -0.15077 1.76834 -0.1 -0.1 0.0 0.45
H 4.03367 -1.80063 -1.29029 0.0 0.0 0.0 0.45
H 3.04648 -0.95533 -2.50411 0.0 0.0 0.0 0.37
H 2.31515 -2.26982 -1.54601 0.0 0.0 0.0 0.33
N 0.88442 2.24790 -2.26398 0.1 0.0 0.0 -0.02
C 0.40410 1.05285 -2.75670 -0.2 -0.2 0.1 0.03
N 0.34087 0.75900 -4.04167 0.1 0.3 0.4 -0.52
N -0.19796 -0.46603 -4.07096 -0.2 -0.4 -0.4 -0.86
N -0.44889 -0.89798 -2.89550 0.1 -0.2 0.2 -0.58
N -0.07051 0.04551 -1.99990 0.1 0.2 -0.1 1.42
C 0.51844 2.69443 -1.01804 -0.1 0.0 0.3 -0.08
N 0.54362 3.95690 -0.61999 0.2 -0.3 -0.5 -0.55
N 0.12586 3.90922 0.64821 -0.1 0.2 0.4 -0.74
N -0.13842 2.70848 1.00112 -0.2 -0.2 0.3 -0.50
N 0.09406 1.88018 -0.04320 0.2 -0.1 -0.5 1.41
H 1.12368 2.94735 -2.94834 -0.1 0.0 0.0 0.31
C -0.77197 -4.94964 0.07188 -0.1 0.0 0.0 -0.85
C -1.61106 -4.02742 -0.53670 0.0 -0.1 0.0 -0.69
C -1.26188 -2.69018 -0.57839 0.0 0.2 -0.1 -0.37
C -0.07258 -2.17567 -0.01894 -0.9 -0.3 0.0 1.33
C 0.75576 -3.15090 0.53936 0.6 0.4 0.0 0.52
C 0.42497 -4.50083 0.59152 0.0 -0.1 0.0 -0.87
H -1.03275 -5.99843 0.11053 0.0 0.0 0.0 0.38
H -2.53751 -4.35307 -0.99353 0.0 0.0 0.0 0.45
H -1.93113 -2.03538 -1.12177 0.1 -0.1 0.1 0.20
H 1.74230 -2.88991 0.91691 -0.2 -0.1 -0.2 0.22
H 1.12159 -5.20154 1.03581 0.0 0.0 0.0 0.45
C -3.77018 -0.57951 -2.26742 0.2 0.0 0.0 -1.39
C -4.10645 -0.66811 -0.78203 0.0 0.0 0.0 0.62
C -5.52737 -0.16032 -0.56756 0.0 0.0 0.1 -1.59
Sb -2.60851 0.31824 0.44455 0.0 -0.4 0.2 -0.77
C -3.20067 2.39131 0.52780 0.0 0.0 0.0 0.64
C -3.18336 2.97881 -0.87901 0.0 -0.1 -0.1 -1.44
C -4.50888 2.68038 1.24791 0.0 -0.1 0.1 -1.42
C -3.01082 -0.45883 2.43688 0.0 0.0 0.0 1.00
C -2.27620 -1.77863 2.65358 0.1 0.0 -0.1 -1.54
C -4.47927 -0.64005 2.79122 -0.1 0.1 -0.1 -1.66
H -4.48562 -1.17171 -2.84165 -0.1 0.0 0.0 0.42
H -2.77144 -0.93238 -2.51882 0.0 0.0 0.0 0.36
H -3.84971 0.45154 -2.61727 0.0 0.0 0.0 0.29
H -4.03930 -1.71182 -0.45750 0.0 0.0 0.0 0.39
H -5.64210 0.84095 -0.98271 0.0 0.0 0.0 0.28
H -5.83024 -0.13225 0.47694 0.0 0.0 0.0 0.30
H -6.22566 -0.80919 -1.10070 0.0 0.0 0.0 0.48
H -2.38920 2.83386 1.09990 0.1 0.0 0.0 0.43
H -4.02069 2.61032 -1.47488 0.0 0.0 0.0 0.29
H -2.25989 2.74663 -1.41131 0.0 0.0 0.0 0.23
H -3.26447 4.06566 -0.82889 0.0 0.0 0.0 0.44
H -5.36837 2.21434 0.76752 0.0 0.0 0.0 0.21
H -4.67923 3.75911 1.24595 0.0 0.1 0.0 0.48
H -4.47915 2.36260 2.29088 0.0 0.0 0.0 0.33
H -2.57572 0.30480 3.08883 0.0 0.0 0.0 0.19
H -2.66536 -2.56142 2.00131 0.0 0.0 0.0 0.37
H -2.41499 -2.11687 3.68413 0.0 0.0 0.0 0.55
H -1.20517 -1.70228 2.45215 -0.1 0.0 0.0 0.01
H -4.92751 -1.42434 2.18203 -0.1 -0.1 -0.1 0.32
H -5.06999 0.26598 2.66625 0.0 0.0 0.0 0.31
H -4.56926 -0.95476 3.83292 0.0 0.0 0.1 0.47

***

70
Properties=species:S:1:pos:R:3:forces:R:3:mulliken_charge:R:1 method="wB97M-V/def2-TZVPD" energy_ha=-6281.6752 de_lowest_kj_mol=127.2 gap_ev="5.403 / 5.307" charge=+2 homo_ev="-13.3 / -13.3"
Ir 0.14139 -0.34423 0.03856 -1.6 0.1 -1.6 1.32
N -0.36967 -7.17484 1.75320 0.0 0.3 -0.1 -0.49
C -0.67530 -6.09336 0.98942 0.0 -0.2 0.1 1.06
C 0.13023 -5.74286 -0.10875 0.1 0.0 0.0 -0.99
C -0.20304 -4.67370 -0.90686 0.2 0.1 0.0 -0.29
C -1.32642 -3.90523 -0.60036 0.0 0.1 0.0 -0.25
C -2.13749 -4.23618 0.48545 -0.1 -0.1 0.0 -0.58
C -1.80834 -5.30892 1.28009 -0.1 0.0 0.1 -0.76
S -1.88923 -2.72394 -1.72679 0.5 -0.2 -0.4 1.32
O -1.24651 -2.91769 -2.98625 0.0 0.0 -0.1 -0.66
O -3.29862 -2.59224 -1.58549 0.0 0.3 0.1 -0.65
N -1.22306 -1.21543 -1.16428 0.3 0.4 0.6 -0.46
C -1.72181 -0.04673 -1.70148 -0.5 -0.1 -0.5 0.69
N -1.09162 0.98002 -1.11406 0.9 -0.8 0.5 -0.22
C -1.34999 2.22847 -1.50780 0.4 0.2 0.5 -0.22
C -2.27551 2.44856 -2.50016 -0.2 -0.2 -0.1 -0.59
C -2.88130 1.31942 -3.05440 0.0 0.0 0.1 -0.27
N -2.59310 0.07456 -2.66727 -0.3 0.0 -0.1 -0.46
H 0.35329 -7.81046 1.47178 0.0 0.0 0.0 0.21
H -1.00136 -7.48919 2.46611 -0.1 0.0 0.0 0.21
H 0.99343 -6.35336 -0.34708 0.0 0.0 0.0 0.38
H 0.37625 -4.44367 -1.79487 -0.1 0.0 0.1 0.54
H -3.04921 -3.67470 0.66172 0.1 -0.1 0.0 0.54
H -2.44808 -5.58980 2.10994 0.0 0.0 -0.1 0.42
H -0.81240 3.03111 -1.01848 0.0 0.0 0.0 0.51
H -2.50380 3.44845 -2.83732 0.0 0.0 0.0 0.44
H -3.62081 1.41085 -3.84241 0.1 0.0 0.0 0.48
C -2.03316 -1.54254 5.65111 0.0 0.1 0.0 -1.05
C -0.53655 -1.64260 5.37739 -0.1 0.0 0.0 -0.69
N -0.06728 -0.71010 4.32965 0.0 0.1 0.3 0.12
C 0.30311 0.65299 4.75605 -0.2 0.0 0.0 -1.11
C -0.81185 1.67909 4.57351 0.0 0.0 0.0 -0.77
C -0.06338 -1.05061 3.05502 0.3 0.2 -0.3 1.32
C -0.41271 -2.44685 2.66795 0.0 0.0 -0.1 -0.76
N 0.27472 -0.18105 2.10396 0.6 0.3 0.1 -0.79
H -2.34470 -2.37667 6.28043 0.0 0.0 0.0 0.38
H -2.61042 -1.57692 4.72396 0.0 0.0 0.1 0.27
H -2.28652 -0.62220 6.17761 0.0 0.0 -0.1 0.34
H -0.27470 -2.65668 5.09196 0.1 0.0 0.0 0.38
H 0.02500 -1.41552 6.27978 0.1 0.0 0.0 0.39
H 1.20558 0.95571 4.22102 0.1 0.0 0.0 0.57
H 0.57792 0.59034 5.80507 0.0 0.0 0.0 0.39
H -1.10134 1.79530 3.52745 0.0 0.0 0.0 0.24
H -0.47775 2.64763 4.94574 0.0 0.0 0.0 0.39
H -1.69870 1.39330 5.13668 0.0 0.0 0.0 0.25
H 0.29060 -3.15439 3.10800 0.0 0.0 0.0 0.41
H -0.37123 -2.56080 1.58814 0.0 -0.1 -0.1 -0.59
H -1.41570 -2.70782 2.99694 0.0 0.0 0.0 0.46
H 0.52449 0.73000 2.45587 0.0 0.0 0.1 0.26
C 3.40139 -2.95126 0.39922 0.0 -0.1 0.0 -0.81
Ge 3.90408 -2.14352 -1.29752 0.0 0.3 0.0 0.44
C 2.75374 -2.77175 -2.73633 0.0 0.0 0.0 -1.01
C 5.78405 -2.29296 -1.73957 0.0 -0.1 0.0 -1.13
C 3.71997 -0.15591 -0.98006 0.1 -0.6 0.0 -1.06
Se 2.03213 0.73318 -1.12273 -0.5 0.3 0.9 0.03
C 1.64931 0.50568 -3.00535 0.0 -0.2 -0.1 -0.53
H 3.48378 -4.03660 0.32555 -0.1 0.0 0.0 0.36
H 2.36816 -2.70326 0.66180 0.0 0.0 0.0 0.04
H 4.06336 -2.61395 1.19828 -0.1 0.0 0.0 0.39
H 2.87693 -3.85447 -2.80370 0.0 0.0 0.0 0.42
H 3.05006 -2.35275 -3.69903 0.0 0.0 0.0 0.42
H 1.69495 -2.56649 -2.55634 0.0 0.0 0.0 0.10
H 6.05862 -3.34220 -1.85357 0.0 0.0 0.0 0.38
H 6.40534 -1.85827 -0.95632 0.0 0.0 0.0 0.38
H 5.99084 -1.78147 -2.67997 0.0 0.0 0.0 0.37
H 4.36722 0.38676 -1.67428 -0.1 0.1 0.0 0.49
H 4.07461 0.03890 0.03278 0.0 0.1 0.0 0.47
H 1.99860 -0.46681 -3.33078 0.0 0.0 0.0 0.04
H 2.17916 1.30518 -3.52033 0.0 0.0 0.0 0.45
H 0.57813 0.60076 -3.16329 0.0 0.0 0.0 0.16

***

66
Properties=species:S:1:pos:R:3:forces:R:3:mulliken_charge:R:1 method="wB97M-V/def2-TZVPD" energy_ha=-1466.9800 gap_ev=3.699 charge=+1 homo_ev=-6.9
Mg 2.95383 10.13097 13.61638 2.2 0.5 -1.4 0.60
C 6.72831 10.99575 12.54184 -0.8 0.3 0.2 0.52
C 6.54582 9.86609 11.75247 0.3 -0.5 -0.3 0.70
C 5.40462 10.03676 10.93759 0.2 0.1 0.8 0.25
C 4.83335 11.30729 11.25743 0.3 -1.4 0.8 0.14
C 5.66454 11.88185 12.25617 -0.3 0.2 1.1 0.68
C 5.50917 13.24844 12.87936 0.7 0.1 -0.5 -1.48
C 3.54012 11.84168 10.77665 -0.4 0.3 0.1 -1.13
C 4.84799 8.87518 10.16999 -0.7 0.0 0.9 -1.63
C 7.46445 8.66131 11.81646 -0.3 0.6 -1.4 -1.55
C 7.81770 11.19406 13.53466 0.6 1.0 -0.5 -1.55
H 4.50535 13.47621 13.23376 -0.3 0.0 -0.1 0.11
H 5.78552 13.99939 12.12120 -0.2 0.2 0.4 0.31
H 6.19033 13.38072 13.73756 -0.2 0.0 -0.3 0.31
H 2.82528 11.03884 10.57825 -0.1 0.0 0.1 0.27
H 3.60052 12.37905 9.84499 0.1 0.5 -0.5 0.45
H 3.11420 12.52804 11.52677 -0.1 -0.1 -0.3 0.16
H 3.91543 9.12967 9.62951 0.3 -0.3 0.3 0.32
H 4.66417 8.06297 10.94423 -0.1 0.5 -1.2 0.01
H 5.56526 8.51682 9.44646 0.1 -0.3 -0.3 0.50
H 7.22847 7.95545 10.98896 0.4 0.3 0.6 0.35
H 7.41678 8.13276 12.74122 -0.3 -0.6 1.0 0.24
H 8.51055 8.98288 11.75140 0.0 -0.1 -0.3 0.38
H 8.79757 11.25121 13.02992 -0.1 -0.1 0.2 0.35
H 7.89529 10.39409 14.26313 0.0 -0.2 0.4 0.23
H 7.71772 12.17265 14.04021 0.0 -0.6 0.0 0.38
C 4.63019 5.95478 14.50264 0.2 0.7 1.0 -0.90
N 4.69549 6.99377 15.58491 0.0 0.0 -0.3 0.18
C 5.23561 6.65734 16.91109 -0.5 0.3 0.4 -1.01
C 4.36600 8.22156 15.22607 -1.0 0.6 -1.7 0.76
O 4.03745 8.48836 14.00185 0.1 -0.1 2.9 -0.78
C 4.30400 9.36103 16.28120 0.8 0.6 -0.6 -0.52
O 3.38661 10.34575 15.68603 -0.1 -0.6 0.4 -0.48
C 2.94679 11.58431 16.28067 0.0 0.0 0.1 -0.43
C 2.04986 12.23044 15.18104 0.3 -0.2 -1.1 0.73
O 2.29471 11.96894 13.95017 -0.8 0.1 2.4 -0.72
N 1.05466 13.01706 15.57559 -0.2 0.0 -0.4 0.13
C 0.12385 13.61371 14.57282 0.4 -0.1 0.0 -0.95
C 0.73043 13.17075 17.00461 0.4 0.3 0.1 -1.09
H 3.68453 5.43448 14.61347 -0.1 -0.1 -0.1 0.33
H 4.64769 6.53178 13.58364 0.2 -0.6 -0.2 0.22
H 5.45211 5.25022 14.63811 0.0 0.2 -0.2 0.42
H 4.56589 6.96801 17.75280 0.5 -0.1 -0.8 0.33
H 5.34431 5.58224 16.98639 0.0 -0.1 -0.1 0.39
H 6.22245 7.10620 17.02605 0.0 0.0 0.1 0.34
H 4.05471 9.00051 17.29733 -0.5 0.4 -0.7 0.44
H 5.33528 9.78966 16.33791 -0.7 -0.1 -0.1 0.37
H 2.32912 11.44634 17.20539 0.9 -0.4 -0.8 0.47
H 3.80412 12.27043 16.47715 -0.5 -0.5 -0.1 0.35
H 0.54789 13.48904 13.56715 -0.1 0.1 0.5 0.26
H -0.85171 13.12592 14.62280 0.1 -0.2 0.1 0.37
H -0.04141 14.67600 14.77830 0.3 -0.2 0.1 0.34
H 1.66863 13.10882 17.57896 -0.7 0.5 -0.1 0.47
H 0.23948 14.13577 17.18777 0.3 -0.3 -0.2 0.31
H 0.06242 12.38277 17.35894 0.0 0.0 -0.2 0.35
C -1.25631 8.65836 10.79878 1.1 0.3 -0.2 -0.93
N -0.38075 8.37658 11.98296 -0.1 0.4 -0.5 0.04
C -0.87301 7.50842 13.07452 1.1 0.4 0.0 -0.88
C 0.84837 8.85162 12.00729 0.7 0.5 0.2 0.46
N 1.93527 9.31235 12.05271 -2.4 -1.2 0.3 -0.31
H -2.29994 8.73636 11.10927 0.2 -0.1 0.1 0.38
H -1.09993 7.85997 10.04873 -0.3 0.5 0.3 0.32
H -0.93128 9.63567 10.37964 -0.3 -0.7 0.1 0.34
H -1.82029 7.08051 12.79021 -0.3 0.1 0.0 0.38
H -0.92822 8.07382 14.01383 -0.3 -0.1 -0.3 0.26
H -0.15361 6.71040 13.21476 0.0 -0.3 0.1 0.35

***

67
Properties=species:S:1:pos:R:3:forces:R:3:mulliken_charge:R:1 method="wB97M-V/def2-TZVPD" energy_ha=-1719.8984 smiles="C=CCc1nc2ccc(NCC)c(O)c2nc1S.COC[C@@H](C)N.COC[C@@H](C)N" gap_ev=7.489 homo_ev=-7.7
C 3.66423 4.89646 5.90359 0.6 0.0 0.0 -0.77
C 4.71389 4.84942 5.00018 -0.9 -0.3 0.5 -0.22
C 4.76327 3.82312 3.90397 -1.2 2.1 -1.8 -0.73
C 3.34629 3.54162 3.44272 0.2 0.0 0.1 0.21
N 2.73348 4.54857 2.87706 -0.2 -0.4 -0.1 -0.54
C 1.46502 4.31442 2.44628 0.3 0.4 0.1 -0.06
C 0.76663 5.35368 1.79398 -0.1 0.1 -0.3 -1.01
C -0.50364 5.16421 1.32627 0.7 -0.3 0.4 -0.61
C -1.13944 3.90945 1.51574 -0.1 0.4 -0.4 0.27
N -2.46934 3.72153 1.03814 0.1 0.4 0.6 -0.28
C -3.46217 3.60464 2.14756 0.6 -0.5 0.0 -0.47
C -3.16250 4.42051 3.40382 -0.5 0.0 0.2 -1.04
C -0.46507 2.88906 2.14460 -0.5 -0.2 -0.2 0.82
O -1.10648 1.68145 2.28469 0.5 0.2 0.1 -0.60
C 0.85956 3.06373 2.63380 -1.2 -0.4 -0.2 0.71
N 1.46722 2.01656 3.25426 0.6 1.0 -0.2 -0.49
C 2.68767 2.28858 3.62281 0.4 -1.1 0.1 0.30
S 3.57301 0.95972 4.46461 0.0 -0.1 0.5 -0.28
H 2.65324 5.21043 5.66349 -0.5 -1.9 -0.5 0.31
H 3.85979 4.60856 6.93685 0.3 2.1 0.5 0.26
H 5.49728 5.60339 5.07751 1.2 -1.3 1.0 0.37
H 5.29144 2.92720 4.20898 0.1 0.1 0.3 0.41
H 5.24918 4.27199 3.02875 0.3 -0.4 0.0 0.28
H 1.27140 6.29919 1.65512 0.1 0.0 0.1 0.45
H -0.99297 5.99526 0.83505 -0.3 -0.1 -0.1 0.34
H -2.70271 4.55571 0.51413 -0.1 -0.1 -0.1 0.40
H -3.45910 2.55791 2.44711 -0.3 -0.1 -0.1 0.19
H -4.43901 3.85353 1.73865 0.0 0.0 -0.1 0.52
H -2.81819 5.43558 3.20491 0.0 0.0 -0.1 0.27
H -4.08811 4.48018 3.98095 0.0 0.1 0.0 0.39
H -2.44581 3.93148 4.06108 0.2 0.0 -0.2 0.28
H -1.24581 1.35382 1.38586 -0.2 -0.4 0.0 0.19
H 4.02221 0.21879 3.43629 -0.3 0.3 -0.2 0.15
C -1.95255 -2.00541 -3.73241 0.2 0.2 -0.1 -0.70
O -2.55012 -0.83273 -3.20905 -0.1 -0.1 0.0 -0.45
C -3.37563 -1.03747 -2.07939 -0.2 0.1 0.1 -0.77
C -2.62139 -1.18983 -0.75148 0.3 -0.2 -0.1 0.35
C -1.94132 -2.54486 -0.57699 -0.1 -0.1 0.2 -1.39
N -1.62125 -0.13163 -0.56922 -0.2 0.4 0.1 -0.58
H -2.61013 -2.87446 -3.64338 0.0 0.0 0.1 0.33
H -0.99949 -2.20458 -3.23827 0.0 -0.2 0.0 0.22
H -1.74482 -1.83123 -4.78855 -0.1 0.1 0.0 0.36
H -4.00113 -0.14336 -2.01269 0.0 0.0 0.0 0.36
H -4.05176 -1.88599 -2.24892 0.1 -0.1 0.0 0.44
H -3.36112 -1.09416 0.04884 -0.1 0.1 -0.1 0.36
H -1.01400 -2.61801 -1.14440 0.0 0.0 -0.1 0.14
H -1.68723 -2.70313 0.47133 0.0 0.1 0.0 0.43
H -2.59766 -3.35960 -0.88856 0.0 0.0 0.0 0.36
H -2.09769 0.76908 -0.58105 0.0 0.0 0.0 0.31
H -1.04128 -0.10973 -1.40402 0.1 -0.1 0.1 0.24
C 1.08300 -4.87658 -2.42926 -0.2 -0.1 0.2 -0.75
O -0.04580 -5.03404 -3.27069 0.1 0.1 -0.1 -0.35
C 0.24549 -5.04723 -4.65736 -0.2 0.0 -0.2 -0.67
C 0.76951 -6.39060 -5.18684 0.1 -0.1 0.3 0.30
C 2.22141 -6.67922 -4.81651 0.1 0.0 -0.1 -1.42
N -0.06144 -7.51525 -4.74575 -0.2 0.2 -0.1 -0.74
H 1.83197 -4.21639 -2.87610 0.0 0.0 0.0 0.33
H 1.53226 -5.84285 -2.19162 0.1 0.1 0.0 0.27
H 0.73921 -4.43471 -1.49387 0.0 0.0 0.0 0.26
H -0.70450 -4.83575 -5.15611 0.0 0.0 0.1 0.33
H 0.92581 -4.22355 -4.91341 0.1 -0.1 0.1 0.43
H 0.71797 -6.34297 -6.27874 -0.1 0.1 0.0 0.42
H 2.32614 -7.01630 -3.78609 -0.1 0.0 0.0 0.29
H 2.61870 -7.47064 -5.45164 0.0 0.0 0.0 0.35
H 2.84751 -5.79504 -4.95377 0.0 0.0 0.0 0.34
H -1.00912 -7.38214 -5.08746 0.0 -0.1 -0.1 0.28
H -0.15401 -7.44941 -3.73535 0.1 -0.1 0.0 0.33